Density functional theory data (ωB97M-V with the def2-TZVPD basis set) for a structure of composition C14H12AuN3OSe4 in a non-equilibrium geometry.

Last column: natural (NBO) charge in e.
Element x y z (Å)
Au -0.06047 0.07468 0.16433  1.0072
C 3.72778 -2.11963 1.04590  -0.6774
C 2.65198 -1.11378 0.78547  0.1810
N 1.50365 -1.45068 0.29847  -0.2761
N 1.15103 -2.67196 -0.00695  -0.4562
C -0.11309 -2.80763 -0.40238  0.5964
O -0.94376 -1.86915 -0.48897  -0.7025
C -0.54748 -4.17320 -0.73121  -0.0690
C -1.86493 -4.37272 -1.13950  -0.1869
C -2.31479 -5.64671 -1.42089  -0.2185
C -1.45353 -6.72636 -1.29846  -0.1896
C -0.13784 -6.53049 -0.90693  -0.2220
C 0.31881 -5.25817 -0.62372  -0.1842
C 2.84390 0.29701 1.03539  0.1767
C 4.09972 0.83770 1.33363  -0.2330
C 4.22181 2.19525 1.55016  -0.1404
C 3.09265 2.99983 1.44975  -0.2533
C 1.88489 2.39861 1.14235  0.0759
N 1.76442 1.09725 0.96057  -0.4737
H 3.26815 -3.10351 1.10440  0.2585
H 4.25653 -1.90768 1.97108  0.2216
H 4.43673 -2.13014 0.21907  0.2329
H -2.51178 -3.51127 -1.22455  0.2374
H -3.33862 -5.79803 -1.73111  0.2147
H -1.81274 -7.72552 -1.50701  0.2123
H 0.52977 -7.37636 -0.81856  0.2132
H 1.33706 -5.08218 -0.31801  0.2339
H 4.96182 0.19212 1.37115  0.2293
H 5.18546 2.62157 1.79025  0.2256
H 3.14869 4.06466 1.60263  0.2313
H 0.97956 2.98766 1.04431  0.2220
Se 0.18271 1.72352 -2.20236  -0.3807
Se -0.85693 3.59440 -1.59104  0.0396
Se -1.87883 3.32040 0.62503  0.0272
Se -2.20712 1.13979 1.02620  -0.1733

Atomic forces in eV per Å
-0.352 -0.173 0.163
-0.257 -0.033 -0.020
-0.340 -1.243 -0.226
-0.020 1.591 -0.243
0.644 -1.707 -0.043
0.771 0.492 0.361
-0.869 0.725 0.146
-0.282 -0.374 -0.189
0.181 0.180 0.078
-0.070 -0.091 -0.028
-0.081 -0.107 -0.031
0.003 -0.132 -0.010
-0.055 0.155 -0.011
0.348 0.813 0.164
-0.330 -0.210 -0.125
-0.261 0.165 -0.014
0.254 -0.176 0.001
0.037 0.411 0.053
-0.052 0.022 0.279
0.051 -0.007 0.005
0.086 0.015 0.059
0.157 -0.015 -0.037
-0.051 -0.013 0.000
-0.055 -0.037 -0.024
0.013 -0.026 -0.021
0.032 -0.029 0.002
0.089 -0.007 0.044
0.067 -0.061 0.023
0.030 0.038 -0.016
-0.045 0.106 0.020
-0.092 -0.032 0.013
-0.101 -0.355 0.266
-0.523 0.195 0.705
0.512 -0.165 -0.586
0.563 0.086 -0.758

The energy above the lowest of the compared OMol25 structures with the same formula, charge and spin comes out at 36.61 kcal per mole.


Density functional theory data (ωB97M-V with the def2-TZVPD basis set) for a structure of composition C2H3Pt in a non-equilibrium geometry.

Last column: Mulliken charge in e.
Element x y z (Å)
C 0.49521 -1.01115 -0.09539  -1.0647
H 1.34435 -1.66029 -0.34744  0.2820
C 0.39155 0.26450 0.13542  0.1115
H 0.93514 0.99618 0.74601  0.2681
H -1.44720 1.07403 -0.51559  0.0178
Pt -1.38991 -0.64528 -0.53811  0.3854

Atomic forces in eV per Å
1.496 -0.045 -1.102
-0.712 -0.212 0.637
0.247 -0.410 1.424
-0.404 0.074 -0.874
-0.521 -1.191 0.066
-0.107 1.785 -0.151

The energy is -5361.9763 eV. As for the multiplicity: 4.


Density functional theory data (ωB97M-V with the def2-TZVPD basis set) for an isolated molecule of C6H12S in a non-equilibrium geometry.

Last column: natural (NBO) charge in e.
Element x y z (Å)
C 1.51439 -1.20322 -1.13558  -1.0326
C 1.80742 1.17326 1.15808  -0.8387
C -1.42083 0.95103 -0.25168  -0.4226
C -1.80606 -0.43156 0.22044  -0.4146
C -0.09168 0.77955 -0.93001  -0.6061
C -0.59106 -0.90421 1.03462  -0.5522
S 0.92795 -0.20134 0.10611  1.1863
H 1.02181 -2.08177 -1.45672  0.2162
H 2.51168 -1.46772 -0.91268  0.2089
H 2.69066 0.66151 1.74308  0.1960
H 2.20150 1.81295 0.40134  0.1748
H -2.24452 1.33421 -0.90406  0.2225
H -1.37845 1.45736 0.66241  0.2180
H -2.71751 -0.35900 0.83958  0.2343
H -1.88987 -1.06525 -0.71422  0.2067
H -0.25654 0.19263 -1.91089  0.2570
H 0.52729 1.67732 -1.13251  0.2571
H -0.36460 -0.34912 2.03731  0.2512
H -0.44158 -1.97663 1.14538  0.2379

Atomic forces in eV per Å
1.577 0.694 1.054
-0.078 -2.950 1.120
-1.335 -0.258 -1.112
0.589 -0.922 -0.477
-0.978 1.138 -1.694
1.484 1.458 1.668
0.151 -0.471 -0.913
-1.351 -0.590 -0.104
1.293 -0.175 0.309
-1.689 0.689 -1.240
0.449 0.305 -0.916
0.903 0.065 0.443
0.299 1.759 1.042
0.300 -0.535 -0.487
-0.410 0.202 1.299
0.628 0.880 1.642
-0.698 -0.345 -0.057
-1.145 -1.060 -1.521
0.011 0.115 -0.057

Its structure (SMILES) is C=S1(=C)CCCC1. The energy above the lowest of the compared OMol25 structures with the same formula, charge and spin comes out at 142.45 kcal per mole.


Density functional theory data (ωB97M-V with the def2-TZVPD basis set) for a cluster of 2 separate species, C5H7NO2S in total in a non-equilibrium geometry.

Last column: natural (NBO) charge in e.
Element x y z (Å)
C 1.71278 -0.42439 -0.36164  0.2594
C 0.97170 1.52618 -2.91126  1.0312
C -1.64949 -1.05498 1.59572  -0.6325
C 1.57925 0.49150 0.68940  -0.6111
C -1.38319 -0.17391 0.26031  -0.5536
N 1.96977 -1.14504 -1.21317  -0.3219
O 1.89412 1.57034 -2.25858  -0.5204
O -0.01687 1.46721 -3.46284  -0.5102
S -0.19843 1.19248 0.51195  0.1768
H -2.33695 -0.57474 2.35172  0.2212
H -2.36657 -1.85841 1.24583  0.2113
H -0.79214 -1.57891 2.00896  0.2139
H 2.24324 1.37458 0.60616  0.2872
H 1.65827 -0.21106 1.54192  0.2617
H -2.37831 0.26470 -0.02242  0.2498
H -0.90718 -0.86556 -0.58208  0.2374

Atomic forces in eV per Å
1.296 -0.577 -1.740
-0.659 -0.130 0.443
-2.309 -0.142 -1.775
-2.342 0.035 0.908
1.059 -2.320 0.698
-0.319 -0.662 -0.330
3.145 0.523 1.400
-2.453 -0.120 -1.949
0.380 0.669 0.362
1.438 0.123 -0.583
0.939 0.433 0.149
0.125 0.412 0.106
-0.351 -0.762 0.354
0.179 1.326 0.443
1.298 -0.191 -0.118
-1.426 1.381 1.633

Its structure (SMILES) is CCSCC#N.O=C=O. The energy above the lowest of the compared OMol25 structures with the same formula, charge and spin comes out at 10.84 kcal per mole.


Density functional theory data (ωB97M-V with the def2-TZVPD basis set) for a structure of composition C23H54InN11O6S in a non-equilibrium geometry.

Last column: Mulliken charge in e.
Element x y z (Å)
In -0.36418 0.16161 -0.61868  1.7009
C -3.68679 -2.54015 -0.12657  -0.9267
N -3.43541 -2.61167 -1.56993  0.4971
C -4.04069 -1.53339 -2.35464  -0.8939
C -2.30226 -3.20531 -2.01352  0.4810
N -1.00976 -2.23583 -0.29949  0.2029
C 0.13757 -2.78943 0.38990  -0.9762
C 0.18053 -2.04267 1.69801  -1.3229
N 0.27210 -0.56263 1.53687  0.9883
C 1.63350 -0.09473 1.87911  0.2964
C 2.67701 -0.67400 0.94015  -1.4697
N 2.50321 -0.09280 -0.36990  -0.0172
C 3.45309 0.64836 -0.82045  -0.1829
N 3.50164 1.03838 -2.13051  0.4061
C 3.92114 2.38265 -2.48405  -1.1853
C 2.72193 0.35393 -3.14248  -1.0915
N 4.55357 1.05017 -0.05467  0.4715
C 4.39586 1.83754 1.14856  -1.0052
C 5.87568 1.08767 -0.63791  -1.1477
C -0.77041 0.05214 2.40085  -1.4121
C -0.70230 1.56081 2.45867  -1.2782
N -0.84367 2.11973 1.13257  1.0918
C -0.98909 3.39607 1.03870  -1.0113
N -0.89428 4.30172 2.11637  0.6827
C 0.21509 4.28235 3.03987  -1.0413
C -2.11259 4.92234 2.58372  -1.1101
N -1.26059 4.00588 -0.15333  0.7804
C -1.72863 3.29489 -1.32703  -0.6602
C -1.02896 5.41803 -0.39933  -1.3105
N -2.28203 -3.85362 -3.18704  0.5498
C -1.02427 -4.37991 -3.70071  -0.9380
C -3.48645 -4.37057 -3.81205  -1.1729
H -4.76051 -2.39169 -0.00131  0.3338
H -3.12531 -1.72783 0.34011  0.2601
H -3.40820 -3.48684 0.33454  0.2709
H -5.12523 -1.57460 -2.24075  0.3863
H -3.78787 -1.64687 -3.40550  0.3478
H -3.66168 -0.57104 -1.99777  -0.0881
H 1.06925 -2.70350 -0.18741  0.2553
H -0.00019 -3.85009 0.63516  0.6902
H 1.00869 -2.38542 2.32220  0.3566
H -0.74729 -2.25799 2.22616  0.5902
H 1.85602 -0.36814 2.92027  0.2915
H 1.65503 0.98458 1.77987  -0.7548
H 2.55706 -1.75519 0.86540  0.6209
H 3.66902 -0.50789 1.37282  0.4966
H 4.20016 2.94571 -1.59623  0.3441
H 3.08966 2.90946 -2.95879  0.3792
H 4.76645 2.36504 -3.17909  0.2659
H 2.56393 -0.67900 -2.85221  0.4248
H 3.27296 0.39468 -4.08752  0.3151
H 1.74200 0.81827 -3.28010  0.2374
H 3.34728 1.91265 1.41587  0.2065
H 4.76583 2.85883 0.99196  0.3638
H 4.95658 1.40146 1.98340  0.2955
H 5.90161 0.48379 -1.54230  0.3367
H 6.59886 0.67759 0.07371  0.3492
H 6.19890 2.10652 -0.88986  0.3461
H -0.68606 -0.33977 3.42282  0.6811
H -1.72703 -0.27515 1.99545  -0.0120
H 0.25250 1.83691 2.90749  0.3344
H -1.47606 1.90166 3.15793  0.4822
H 1.07184 3.80396 2.56992  0.1423
H -0.01048 3.77463 3.98771  0.3352
H 0.49461 5.31425 3.27886  0.3357
H -2.84073 4.96093 1.77384  0.3144
H -1.91550 5.94748 2.91432  0.2940
H -2.56357 4.37883 3.42511  0.2807
H -1.86809 2.24074 -1.11993  -0.1589
H -1.00383 3.39069 -2.13765  0.2441
H -2.68230 3.72368 -1.65351  0.4280
H -0.51433 5.87966 0.43428  0.3919
H -1.97393 5.94581 -0.57282  0.3316
H -0.41441 5.52493 -1.29685  0.3464
H -0.20117 -3.73537 -3.39874  0.3315
H -1.08355 -4.41275 -4.78858  0.3316
H -0.84698 -5.39270 -3.32599  0.2740
H -4.36281 -4.08030 -3.24348  0.3675
H -3.43690 -5.46166 -3.85527  0.3669
H -3.57741 -3.98993 -4.83113  0.3478
C 0.13784 -0.82512 -5.06225  -1.4346
S -0.38719 -1.29328 -3.38221  0.6426
O -0.58626 0.11310 -2.77517  -0.5396
O -1.23268 -3.28661 -1.33159  -0.5770
O 0.82703 -1.93133 -2.80146  -0.6805
H -0.49698 -1.33463 -5.78982  0.4694
H 1.17461 -1.14065 -5.17807  0.3021
H 0.04025 0.25454 -5.17034  0.3055
O 1.82501 2.63302 0.23864  -0.2079
N 1.35381 2.89864 -0.85457  -0.4687
O 0.58697 2.01310 -1.35934  -0.0702
C -3.43337 0.69539 0.23490  -0.7677
O -2.44275 0.27499 -0.63944  -0.3785
H -4.41238 0.62132 -0.26123  0.3245
H -3.32272 1.73649 0.56721  0.0437
H -3.51500 0.08615 1.15346  0.3306

Atomic forces in eV per Å
-0.090 -0.076 0.065
0.033 0.125 -0.050
0.300 0.141 0.099
-0.206 -0.021 -0.153
-0.992 -0.024 -0.301
0.680 0.090 0.058
-0.048 -0.010 -0.121
0.071 0.057 0.012
-0.101 0.158 0.039
-0.091 -0.217 0.197
-0.015 0.012 0.050
-0.191 -0.308 -0.070
0.240 0.076 -0.206
-0.025 0.028 0.045
0.023 -0.019 -0.001
0.120 0.070 0.072
0.053 0.135 -0.121
0.046 -0.111 0.157
0.006 0.023 0.022
0.118 -0.042 0.064
-0.049 -0.050 -0.036
0.150 -0.174 0.040
0.046 0.389 -0.198
-0.041 -0.207 -0.078
-0.025 0.055 -0.012
0.011 0.113 -0.063
-0.114 0.049 0.145
-0.231 0.133 -0.138
-0.052 -0.100 0.034
-0.180 -0.227 0.135
-0.011 -0.006 0.004
0.035 0.075 0.002
-0.043 -0.042 -0.043
-0.231 -0.323 -0.174
0.027 0.033 0.007
-0.034 -0.072 -0.048
0.020 -0.038 -0.055
0.054 -0.146 -0.083
0.010 -0.038 0.024
-0.051 -0.034 -0.001
0.039 0.024 0.050
-0.028 -0.026 0.012
-0.069 -0.033 0.023
-0.046 0.008 -0.003
0.002 -0.060 0.031
-0.074 0.039 -0.069
-0.012 -0.015 -0.020
0.013 0.000 0.008
0.009 -0.012 -0.010
0.003 0.033 -0.003
0.009 0.007 0.003
0.017 0.027 0.035
0.267 -0.021 0.008
-0.032 0.001 -0.014
0.049 -0.019 -0.021
-0.007 0.006 0.015
-0.006 0.005 0.003
-0.001 -0.015 -0.003
0.104 -0.048 -0.018
-0.033 0.023 0.046
-0.002 0.010 0.097
-0.070 0.024 -0.072
0.036 0.003 -0.026
0.005 -0.011 -0.034
0.004 -0.024 -0.015
0.012 -0.006 0.016
-0.002 -0.017 -0.013
0.012 -0.010 -0.001
-0.203 0.107 -0.022
-0.149 0.009 0.060
-0.054 0.024 0.056
0.036 0.005 0.070
0.015 -0.018 0.014
0.005 -0.024 0.026
-0.008 -0.211 0.021
-0.016 0.007 -0.020
-0.021 0.011 -0.018
-0.014 0.025 0.038
0.017 0.004 -0.008
-0.011 0.019 0.002
0.001 0.106 -0.039
0.058 0.386 -0.204
0.209 -0.288 0.205
0.673 0.141 0.383
-0.076 -0.146 -0.071
0.044 0.014 0.029
-0.046 0.025 -0.013
-0.002 -0.047 -0.018
-0.192 0.483 0.128
-0.164 -0.329 -0.042
0.437 -0.047 -0.152
0.134 0.106 -0.032
-0.062 0.120 0.301
-0.066 0.016 0.015
0.040 0.066 -0.024
-0.009 0.064 -0.026

The energy above the lowest of the compared OMol25 structures with the same formula, charge and spin comes out at 96.82 kcal per mole.


Density functional theory data (ωB97M-V with the def2-TZVPD basis set) for a cluster of 2 separate species, C4H12N4O in total in a non-equilibrium geometry.

Last column: natural (NBO) charge in e.
Element x y z (Å)
C 0.54463 1.74603 -0.72134  -0.4798
C -0.81283 2.33426 -0.36907  -0.6160
C 0.65339 0.11375 -0.77210  0.7201
N 0.01468 -0.39545 -1.87674  -0.9042
O 1.77711 -0.24921 -0.40672  -0.5797
H -0.71100 -1.07225 -1.67123  0.4060
H -0.20441 0.21636 -2.64599  0.3955
H 0.83624 2.04445 -1.72935  0.2038
H 1.32510 2.13868 -0.06807  0.2181
H -0.79660 3.41072 -0.54750  0.2056
H -1.61118 1.90973 -0.97720  0.2046
H -1.01653 2.23837 0.69593  0.2165
N -0.23173 -0.34708 2.18892  -0.6683
N 0.72164 -2.47748 0.51243  -0.8769
C -0.57704 -1.97693 0.61045  0.0667
N -1.05931 -1.18393 1.55517  -0.2580
H -0.66203 0.05873 3.00937  0.3924
H 0.76362 -0.50094 1.99447  0.3634
H 1.49584 -1.83211 0.65239  0.4097
H 0.85351 -3.43715 0.23235  0.4004
H -1.30309 -2.73856 0.33383  0.1802

Atomic forces in eV per Å
-0.750 -1.397 0.795
0.307 0.417 -0.006
4.396 5.347 -1.887
-1.275 -2.139 -0.120
-1.997 -0.802 0.783
0.256 -0.111 -0.340
-0.311 0.428 0.524
-0.027 -0.170 -0.198
-0.072 -0.306 0.100
-0.054 0.051 -0.177
-0.087 -0.083 0.176
-0.195 -0.382 -0.047
0.669 -0.141 -0.393
-0.084 0.920 0.420
-0.785 -1.317 3.164
-0.134 -0.686 -2.666
0.819 -0.109 -0.170
-0.459 0.524 1.126
-0.132 -0.957 -0.530
0.107 0.483 -0.034
-0.194 0.429 -0.522

Its structure (SMILES) is CCC(N)=O.N/C=N\N. The energy above the lowest of the compared OMol25 structures with the same formula, charge and spin comes out at 82.22 kcal per mole.


| no. | molecular weight (g mol⁻¹) |
| --- | --- |
| 1 | 751.1 |
| 2 | 222.1 |
| 3 | 116.2 |
| 4 | 145.2 |
| 5 | 727.6 |
| 6 | 132.2 |